ORCA calculation (ωB97M-V/def2-TZVPD) on a molecular structure, C25H36CrN5O2S4.

The geometry in XYZ format:
```
73
Properties=species:S:1:pos:R:3:forces:R:3:mulliken_charge:R:1
Cr -0.0328 -0.3197 -0.1370 0.011 -0.338 -0.114 -0.036
C 1.5893 -0.5734 2.6810 -0.008 -0.033 0.023 -0.482
C 2.7846 -0.3146 1.7665 0.038 0.014 0.027 -1.045
S 2.3930 -0.1523 -0.0101 -0.026 -0.008 0.018 0.363
C 2.8211 1.5917 -0.3437 -0.002 0.027 0.015 -0.993
C 1.7207 2.3508 -1.0627 -0.011 0.050 0.010 -0.542
S 0.0382 2.1007 -0.4416 -0.002 0.066 -0.105 0.123
C -0.0079 2.8701 1.1951 -0.006 0.042 0.005 -0.784
C 0.6458 2.0606 2.3010 0.008 0.046 0.012 -0.609
S 0.0826 0.3333 2.2502 0.031 0.059 0.091 -0.100
H 1.8435 -0.3410 3.7157 0.010 0.000 -0.007 0.710
H 1.2830 -1.6182 2.6455 -0.017 0.005 -0.021 0.159
H 3.4799 -1.1484 1.8621 -0.004 0.000 -0.004 0.538
H 3.3356 0.5742 2.0698 -0.013 0.004 -0.020 0.532
H 3.7153 1.5898 -0.9660 -0.016 -0.019 -0.013 0.614
H 3.0803 2.0598 0.6032 0.014 -0.009 0.002 0.460
H 1.6575 2.0162 -2.0972 -0.015 0.004 0.009 0.143
H 1.9274 3.4221 -1.0648 0.000 -0.003 0.017 0.717
H -1.0697 3.0182 1.3979 -0.008 -0.024 -0.016 0.432
H 0.4395 3.8623 1.1223 0.007 -0.010 0.009 0.544
H 0.3823 2.4735 3.2745 -0.005 -0.014 -0.002 0.559
H 1.7291 2.0692 2.2180 -0.004 -0.021 -0.018 0.284
C -2.0966 2.4653 -7.7662 -0.006 0.021 -0.014 -1.471
C -1.4416 1.6940 -6.6595 0.003 0.011 0.023 0.853
C -1.1795 2.2913 -5.4250 0.003 -0.021 -0.008 -1.178
C -0.5798 1.5774 -4.4046 -0.003 -0.007 -0.003 -0.099
C -0.2453 0.2444 -4.6131 -0.034 0.110 0.067 -0.072
C -0.5023 -0.3762 -5.8275 0.035 -0.070 -0.025 -0.252
C -1.0927 0.3571 -6.8421 -0.003 -0.015 -0.005 -0.765
S 0.5458 -0.6602 -3.3430 0.064 -0.036 -0.037 1.316
O 0.5149 -2.0532 -3.6797 0.029 0.003 -0.019 -0.713
O 1.7938 -0.0392 -2.9804 -0.001 -0.084 -0.008 -0.786
N -0.3829 -0.4363 -1.9953 -0.060 0.088 -0.009 0.554
C -1.7526 -0.6484 -1.9082 0.042 0.060 -0.002 0.441
C -2.6750 -1.0640 -2.8582 -0.023 -0.011 0.022 -1.009
C -3.9955 -1.1445 -2.4521 -0.014 0.007 0.009 -0.586
C -4.3581 -0.8345 -1.1422 0.042 0.007 0.015 -1.060
C -3.3679 -0.4689 -0.2547 -0.035 -0.039 -0.021 -0.173
N -2.0899 -0.3808 -0.6328 -0.045 0.044 0.100 0.215
H -2.0895 3.5347 -7.5662 -0.002 0.003 -0.001 0.367
H -3.1351 2.1515 -7.8857 -0.003 -0.003 -0.002 0.315
H -1.5920 2.2880 -8.7152 0.000 -0.003 -0.003 0.393
H -1.4436 3.3294 -5.2697 0.000 0.005 0.002 0.375
H -0.3836 2.0541 -3.4523 0.009 0.014 0.026 0.269
H -0.2308 -1.4131 -5.9735 -0.003 0.003 0.003 0.571
H -1.2828 -0.1163 -7.7970 0.001 -0.005 -0.002 0.429
H -2.3712 -1.3056 -3.8659 0.002 0.006 0.009 0.560
H -4.7535 -1.4462 -3.1630 -0.003 -0.003 0.001 0.504
H -5.3880 -0.8738 -0.8205 -0.006 -0.002 -0.004 0.482
H -3.5942 -0.2249 0.7763 -0.002 0.000 -0.004 0.530
C -2.3237 -4.3612 2.9360 0.000 -0.004 0.020 -0.729
C -2.7916 -2.9706 2.5606 -0.001 0.003 -0.028 -0.676
N -1.7194 -2.3234 1.8125 -0.020 -0.070 -0.053 0.240
C -0.8968 -2.9600 0.9609 -0.016 -0.002 0.097 -0.229
N 0.0102 -2.2174 0.2828 0.104 0.134 -0.073 0.662
C 1.0285 -2.9931 -0.4561 0.009 -0.017 -0.003 -1.263
C 0.3811 -4.1610 -1.1698 0.032 -0.026 0.010 -0.616
C -0.2283 -5.0692 -0.1316 -0.016 0.012 -0.008 -0.854
N -0.9686 -4.2876 0.8677 -0.043 0.036 0.006 0.220
C -1.9023 -5.0858 1.6765 -0.003 -0.002 -0.024 -0.727
H -3.1209 -4.9159 3.4275 -0.004 -0.001 -0.007 0.378
H -1.4866 -4.2922 3.6330 0.004 0.000 0.002 0.319
H -2.9951 -2.3647 3.4416 -0.005 -0.009 0.002 0.407
H -3.7043 -3.0164 1.9588 0.005 -0.011 0.011 0.348
H -1.6520 -1.3225 1.8210 -0.023 0.022 0.015 -0.124
H 1.8068 -3.3436 0.2329 -0.014 -0.014 0.003 0.465
H 1.5018 -2.3456 -1.1874 0.029 0.006 -0.003 0.366
H 1.1193 -4.7044 -1.7577 0.001 0.006 -0.003 0.478
H -0.3725 -3.7839 -1.8630 -0.014 0.007 -0.003 0.140
H 0.5380 -5.6503 0.3878 0.000 0.003 -0.008 0.378
H -0.9326 -5.7741 -0.5761 0.007 0.007 -0.011 0.459
H -1.3944 -6.0209 1.9135 -0.005 0.004 0.018 0.401
H -2.7703 -5.3314 1.0578 0.004 -0.006 0.013 0.360
```
Positions in Å, forces in eV/Å.

Summary:
total charge = +2
M = 618.860 g mol⁻¹
expectation value of S² = 0.763
energy relative to the best compared isomer or geometry (same formula, charge and spin) = 0.0 kJ/mol
2S+1 = 2

ORCA calculation (ωB97M-V/def2-TZVPD) on a molecular structure, C10H9CsF6N5O4S3 in a non-equilibrium geometry.

The geometry in XYZ format:
```
38
Properties=species:S:1:pos:R:3:forces:R:3:mulliken_charge:R:1
Cs -0.0249 -0.5555 -0.0184 -3.274 2.557 0.251 1.166
C -3.3303 4.1157 -0.0157 -0.086 0.145 0.003 -1.337
C -2.2582 3.0637 0.0069 0.868 0.233 -0.025 0.569
N -2.4664 1.7961 0.0333 -0.424 -0.002 0.031 0.406
N -3.7894 1.4490 0.0235 0.507 -0.424 0.054 -0.920
C -4.0366 0.1517 0.1529 -0.167 0.100 0.035 0.341
N -5.3998 -0.0836 0.1752 0.142 -0.144 -0.004 -0.451
S -3.0218 -1.2348 0.3288 -1.093 0.248 0.074 -0.648
C -0.8347 3.5607 0.0034 -0.490 -0.178 0.001 0.280
C -0.5826 4.9354 0.0062 0.112 0.141 0.005 -0.619
C 0.7242 5.3972 0.0013 -0.140 0.093 0.000 -0.449
C 1.7652 4.4880 -0.0084 0.030 -0.058 -0.001 -0.760
C 1.4308 3.1422 -0.0107 -0.119 -0.126 -0.002 -0.120
N 0.1808 2.6895 -0.0037 0.060 -0.209 -0.012 -0.064
H -4.3090 3.6519 -0.0173 0.001 -0.065 0.003 0.388
H -3.2363 4.7524 -0.9014 -0.016 -0.041 0.012 0.286
H -3.2504 4.7707 0.8582 -0.027 -0.040 -0.015 0.281
H -5.9582 0.6610 -0.2104 -0.038 -0.012 -0.010 0.243
H -5.6687 -1.0295 -0.0304 -0.013 -0.006 -0.005 0.203
H -1.4038 5.6357 0.0125 0.053 0.036 -0.001 0.277
H 0.9211 6.4630 0.0036 -0.004 -0.007 -0.001 0.390
H 2.8028 4.7944 -0.0162 -0.028 0.019 0.000 0.398
H 2.2081 2.3824 -0.0216 -0.033 0.007 0.000 0.375
F 3.4306 -2.2955 1.6474 0.203 -0.062 0.088 -0.206
C 4.3429 -1.8998 0.7601 -0.185 0.057 0.058 0.653
F 5.0689 -2.9533 0.3902 0.003 0.045 -0.024 -0.235
F 5.1527 -1.0044 1.3337 -0.057 -0.139 0.137 -0.232
S 3.5183 -1.0853 -0.6751 -0.302 0.236 -0.576 1.240
O 2.4247 -0.3358 -0.0723 3.203 -0.007 -0.282 -0.724
O 4.5903 -0.3826 -1.3151 -0.227 -0.080 0.106 -0.653
N 3.0088 -2.2331 -1.6421 0.009 0.006 0.411 -0.528
S 1.6646 -3.0334 -1.3849 0.192 0.304 0.092 0.871
O 0.7995 -3.0024 -2.5261 0.178 -0.036 0.118 -0.626
O 1.0816 -2.7723 -0.0849 1.071 -2.319 -0.488 -0.725
C 2.2870 -4.7568 -1.3084 0.067 -0.096 -0.064 0.584
F 1.2573 -5.5945 -1.4454 0.125 -0.036 0.055 -0.213
F 2.8777 -4.9897 -0.1344 0.003 -0.020 -0.103 -0.217
F 3.1660 -4.9863 -2.2850 -0.106 -0.118 0.078 -0.226
```
Positions in Å, forces in eV/Å.

Summary:
total charge = -1
M = 606.307 g mol⁻¹
energy relative to the best compared isomer or geometry (same formula, charge and spin) = 137.9 kJ/mol